# 1
{"formula": "C2H3INOS", "method": "ωB97M-V/def2-TZVPD", "species": ["C", "C", "N", "O", "S", "I", "H", "H", "H"], "coordinates": [[0.56, 0.26, 0.31], [-0.36, 1.00, 0.58], [1.40, -0.78, -0.06], [-1.87, 2.25, -1.03], [-1.75, 2.07, 0.39], [-2.55, -1.54, -0.03], [2.34, -0.55, -0.23], [0.98, -1.43, -0.82], [1.26, -1.28, 0.88]], "lowdin_spin": [0.109, 0.064, 0.020, 0.427, 0.444, 0.927, 0.004, 0.004, 0.001], "e_tot_ha": -903.42522, "charge": 1, "de_lowest_kj_mol": 45.69, "homo_lumo_gap_ev": [8.693, 6.604], "s2": 2.01, "spin_multiplicity": 3, "e_homo_ha": [-0.4852, -0.4960]}

***

# 2
{"formula": "C2H3IO", "method": "ωB97M-V/def2-TZVPD", "species": ["C", "C", "O", "H", "H", "I", "H"], "coordinates": [[0.99, -0.67, 0.32], [1.11, -1.93, 0.15], [1.12, -3.09, 0.06], [0.33, 0.06, -0.23], [1.52, -0.25, 1.20], [-3.78, -0.13, 0.01], [-2.89, -1.17, -0.74]], "mulliken_charge": [-0.892, 0.803, -0.351, 0.251, 0.189, -0.083, 0.083], "e_tot_ha": -450.88953, "de_lowest_kj_mol": 103.02, "homo_lumo_gap_ev": 10.031, "e_homo_ha": -0.3488}

***

# 3
{"formula": "C2H3IO2S", "method": "ωB97M-V/def2-TZVPD", "species": ["C", "C", "S", "O", "O", "I", "H", "H", "H"], "coordinates": [[0.54, 1.36, -0.61], [-0.42, 0.76, 0.07], [-0.18, -1.21, 0.15], [1.05, -1.38, -0.52], [-1.32, -1.89, -0.30], [0.01, -1.73, 2.60], [0.53, 2.40, -0.73], [1.25, 0.67, -0.91], [-1.46, 1.01, 0.25]], "mulliken_charge": [-0.532, -0.273, 0.773, -0.558, -0.486, 0.028, 0.274, 0.395, 0.380], "e_tot_ha": -924.28866, "de_lowest_kj_mol": 51.66, "homo_lumo_gap_ev": 8.909, "e_homo_ha": -0.3745}

***

# 4
{"formula": "C2H3IOS", "method": "ωB97M-V/def2-TZVPD", "species": ["O", "C", "C", "S", "I", "H", "H", "H"], "coordinates": [[-0.93, 1.13, 0.58], [-0.61, -0.14, 0.24], [0.76, -0.34, -0.27], [1.22, -2.04, -1.48], [2.08, 1.20, 0.20], [-0.53, 1.67, -0.03], [-0.59, -0.94, 1.17], [-1.39, -0.53, -0.41]], "mulliken_charge": [-0.430, -0.022, -0.335, -0.211, 0.190, 0.232, 0.275, 0.301], "e_tot_ha": -848.97545, "de_lowest_kj_mol": 386.11, "homo_lumo_gap_ev": [7.092, 6.939], "e_homo_ha": [-0.3247, -0.3233]}

***

# 5
{"formula": "C2H3IS", "method": "ωB97M-V/def2-TZVPD", "species": ["C", "C", "S", "I", "H", "H", "H"], "coordinates": [[-0.16, -1.74, -0.52], [0.93, 0.10, 0.68], [-1.02, -2.90, 0.14], [2.83, -0.18, -0.09], [0.23, -1.80, -1.53], [0.37, 1.06, 0.41], [0.59, -0.16, 1.72]], "mulliken_charge": [-0.172, -0.775, -0.158, 0.111, 0.313, 0.326, 0.355], "e_tot_ha": -773.72851, "de_lowest_kj_mol": 313.64, "homo_lumo_gap_ev": [7.504, 7.613], "e_homo_ha": [-0.2942, -0.2949]}

***

# 6
{"formula": "C2H3MgO2", "method": "ωB97M-V/def2-TZVPD", "species": ["C", "C", "O", "O", "H", "H", "Mg", "H"], "coordinates": [[1.28, 0.49, -0.42], [-0.01, 0.16, -0.92], [-0.91, -0.41, -0.20], [2.26, 0.70, -1.22], [-0.01, -0.10, -1.99], [3.00, 0.08, -1.12], [-1.98, -0.67, 1.30], [0.56, 1.46, -0.07]], "lowdin_spin": [0.518, 0.157, 0.047, 0.214, 0.024, 0.013, 0.010, 0.017], "e_tot_ha": -427.73669, "charge": 2, "de_lowest_kj_mol": 0.00, "homo_lumo_gap_ev": [6.301, 6.701], "s2": 0.75, "spin_multiplicity": 2, "e_homo_ha": [-0.6884, -0.7055]}